{"formula": "C18H19Cl3MgN3O5S2Si", "method": "ωB97M-V/def2-TZVPD", "homo_lumo_gap_ev": 6.47, "de_lowest_kj_mol": 257.48, "charge": -1, "max_force_ha_per_bohr": 0.015, "e_lumo_ha": 0.079, "energy_ev": -106246.674, "elements": ["Mg", "Cl", "C", "C", "C", "Cl", "C", "O", "C", "Cl", "C", "H", "H", "C", "Si", "C", "C", "C", "C", "C", "C", "C", "H", "H", "H", "H", "H", "H", "H", "H", "H", "H", "H", "C", "C", "N", "C", "C", "N", "H", "H", "H", "H", "H", "H", "O", "N", "O", "S", "O", "O", "S"], "positions_angstrom": [[0.59592, -0.10111, 0.55044], [8.16176, -0.71704, -0.15484], [6.41840, -0.59537, -0.22083], [5.64025, -1.52452, 0.44706], [4.26594, -1.42141, 0.39096], [3.28905, -2.59983, 1.19938], [3.58745, -0.39492, -0.32054], [2.31388, -0.29671, -0.37986], [4.45231, 0.50930, -0.98832], [3.71682, 1.78531, -1.91401], [5.83217, 0.42362, -0.94500], [6.09894, -2.32797, 1.00623], [6.43785, 1.14542, -1.47444], [-0.78990, 0.25399, -2.83704], [-1.06653, -0.90504, -1.34146], [-0.71777, -2.63770, -2.06430], [-2.97701, -0.89751, -1.16213], [-3.73666, 0.26502, -1.33012], [-5.11578, 0.27540, -1.16376], [-5.78511, -0.89306, -0.82323], [-5.05965, -2.06521, -0.66234], [-3.68001, -2.06174, -0.83234], [-1.46533, 0.05260, -3.67446], [0.24046, 0.12614, -3.18228], [-0.89523, 1.30668, -2.55726], [-1.41302, -2.88879, -2.87230], [-0.77110, -3.42343, -1.30649], [0.29921, -2.65553, -2.46546], [-3.24399, 1.18783, -1.62021], [-5.67170, 1.19559, -1.30515], [-6.86034, -0.89050, -0.69062], [-5.56917, -2.98646, -0.40311], [-3.13670, -2.99171, -0.70124], [-1.72324, 2.57636, 0.93083], [-0.26320, 2.74399, 1.14932], [0.69375, 2.02002, 0.59451], [1.88776, 2.51538, 1.09847], [1.64211, 3.54621, 1.93810], [0.27025, 3.68509, 1.95347], [-2.19013, 2.13581, 1.81168], [-1.87657, 1.88706, 0.10439], [-2.19908, 3.52969, 0.69675], [2.83227, 2.09254, 0.80438], [2.29344, 4.18016, 2.51101], [-0.25760, 4.32846, 2.51556], [-2.66991, -2.05920, 2.28704], [-1.86788, -2.81182, 1.95601], [1.31006, -0.16877, 2.64867], [-0.00425, -0.54764, 3.19386], [-0.16160, -0.41277, 4.61265], [-1.03891, 0.06713, 2.35703], [-0.07267, -2.55905, 2.63534]], "atomic_forces_ev_per_a": [[0.2, -0.1, -0.4], [0.0, 0.0, 0.0], [0.0, 0.0, 0.0], [0.0, -0.1, 0.0], [-0.1, 0.1, -0.1], [0.0, -0.1, 0.0], [0.1, 0.0, 0.0], [-0.2, 0.0, 0.2], [0.0, -0.1, 0.0], [0.0, 0.0, 0.0], [0.0, 0.0, 0.0], [0.0, 0.0, 0.0], [0.0, 0.0, 0.0], [0.1, 0.0, 0.0], [0.0, 0.0, 0.0], [0.0, 0.0, 0.0], [0.1, -0.1, 0.0], [-0.1, 0.0, 0.0], [0.0, 0.0, 0.0], [0.0, 0.0, 0.0], [0.1, 0.0, 0.0], [-0.1, 0.1, 0.0], [0.0, 0.0, 0.0], [0.0, 0.0, 0.0], [0.0, 0.0, 0.0], [0.0, 0.0, 0.0], [0.0, 0.0, 0.0], [0.0, 0.0, 0.0], [0.0, 0.0, 0.0], [0.0, 0.0, 0.0], [0.0, 0.0, 0.0], [0.0, 0.0, 0.0], [0.0, 0.0, 0.0], [0.0, -0.1, 0.1], [0.0, -0.1, -0.3], [0.0, 0.5, 0.6], [0.0, 0.0, -0.2], [0.1, 0.0, 0.0], [-0.1, 0.1, 0.1], [0.0, 0.0, 0.0], [0.0, 0.0, 0.0], [0.0, 0.0, 0.0], [0.0, 0.0, 0.0], [0.0, 0.0, 0.0], [0.0, 0.0, 0.0], [0.0, 0.0, -0.1], [0.2, 0.0, 0.2], [0.0, -0.2, -0.1], [-0.1, 0.5, 0.1], [0.0, -0.1, -0.1], [0.1, -0.1, 0.1], [-0.3, -0.3, -0.2]]}

{"formula": "C18H19ClN2O3S2", "method": "ωB97M-V/def2-TZVPD", "homo_lumo_gap_ev": 8.81, "smiles": "CC(=O)N1CCSc2ccc(S(=O)(=O)NCCc3ccc(Cl)cc3)cc21", "de_lowest_kj_mol": 11.06, "charge": 0, "max_force_ha_per_bohr": 0.018, "e_lumo_ha": 0.015, "energy_ev": -62290.748, "elements": ["C", "C", "O", "N", "C", "C", "C", "C", "C", "C", "S", "C", "C", "H", "H", "H", "H", "H", "H", "S", "O", "O", "N", "H", "C", "H", "C", "C", "C", "C", "C", "C", "C", "H", "H", "Cl", "H", "H", "H", "H", "H", "H", "H", "H", "H"], "positions_angstrom": [[-0.25123, -4.59775, 1.55731], [0.08916, -3.22031, 1.03381], [0.58332, -3.06155, -0.06050], [-0.18734, -2.16377, 1.86513], [0.09505, -0.84214, 1.45325], [1.32411, -0.54202, 0.87421], [1.60534, 0.74426, 0.47491], [0.70444, 1.77463, 0.66921], [-0.50795, 1.49462, 1.25999], [-0.82868, 0.19241, 1.64361], [-2.42771, -0.01874, 2.34396], [-2.42679, -1.80407, 2.72909], [-1.00974, -2.25324, 3.05225], [-1.01630, -3.27188, 3.43590], [-0.58365, -1.59861, 3.82017], [-3.09648, -1.93062, 3.57813], [-2.82085, -2.34615, 1.86882], [-1.23849, 2.27188, 1.42303], [0.96735, 2.77204, 0.36062], [3.16163, 1.11183, -0.31416], [3.90713, -0.10017, -0.50380], [3.78632, 2.19889, 0.38383], [2.65798, 1.74806, -1.78352], [3.21372, 2.56504, -1.98767], [2.55537, 0.82519, -2.89962], [3.51357, 0.31719, -3.07219], [1.49718, -0.24267, -2.63377], [0.12839, 0.25984, -2.26100], [-0.27833, 1.57603, -2.42722], [-1.54857, 1.98166, -2.05298], [-2.42868, 1.06050, -1.51528], [-2.05246, -0.26363, -1.36011], [-0.78055, -0.65276, -1.73140], [-0.47294, -1.67849, -1.59493], [-2.75105, -0.97702, -0.95046], [-4.00707, 1.56595, -1.01894], [-1.85291, 3.00933, -2.17655], [0.39869, 2.30723, -2.83645], [1.85463, -0.89767, -1.83711], [1.41019, -0.85742, -3.53520], [2.30194, 1.40325, -3.79225], [2.06197, -1.31177, 0.71949], [0.26632, -4.79728, 2.49288], [0.07751, -5.31939, 0.81399], [-1.32304, -4.71249, 1.70388]], "atomic_forces_ev_per_a": [[0.1, 0.0, -0.2], [-0.2, -0.3, 0.2], [0.2, -0.1, -0.3], [0.1, 0.2, 0.1], [0.2, 0.6, -0.2], [0.2, 0.0, 0.0], [0.5, -0.2, -0.2], [-0.2, 0.1, 0.1], [0.2, 0.0, 0.0], [0.0, -0.4, 0.1], [-0.1, -0.2, 0.1], [0.1, 0.4, -0.1], [-0.2, -0.2, 0.2], [0.0, 0.1, 0.0], [0.0, -0.1, 0.0], [0.0, 0.0, 0.0], [0.0, -0.1, 0.1], [-0.1, 0.2, 0.0], [-0.1, 0.2, -0.1], [-0.1, 0.4, -0.1], [-0.3, -0.1, -0.1], [-0.2, 0.2, -0.1], [0.4, -0.1, 0.8], [0.2, 0.2, 0.2], [-0.1, -0.6, -0.2], [-0.2, 0.1, -0.1], [0.1, 0.1, -0.2], [-0.1, 0.0, -0.1], [-0.1, -0.1, -0.1], [-0.1, 0.0, 0.0], [0.2, -0.1, -0.1], [-0.1, 0.1, -0.1], [0.0, 0.1, -0.1], [0.0, -0.1, 0.0], [-0.1, -0.1, 0.1], [-0.2, 0.1, 0.1], [-0.1, 0.1, 0.0], [0.1, 0.1, 0.0], [0.0, -0.1, -0.1], [0.1, 0.0, 0.1], [0.0, 0.0, 0.1], [0.0, -0.1, 0.0], [0.0, 0.0, 0.1], [0.0, 0.1, 0.0], [-0.1, 0.0, 0.1]]}

{"formula": "C18H19F9NNaO4PS", "method": "ωB97M-V/def2-TZVPD", "homo_lumo_gap_ev": 3.72, "charge": 1, "max_force_ha_per_bohr": 0.146, "e_lumo_ha": -0.181, "energy_ev": -77642.037, "elements": ["C", "C", "S", "C", "C", "C", "N", "C", "P", "C", "C", "C", "C", "C", "C", "F", "F", "C", "F", "F", "C", "F", "F", "C", "F", "F", "F", "C", "C", "O", "O", "C", "O", "O", "H", "H", "H", "H", "H", "H", "H", "H", "H", "H", "H", "H", "H", "H", "H", "H", "H", "H", "H", "Na"], "positions_angstrom": [[4.75546, -3.15353, -1.06164], [4.66797, -3.37076, 0.49756], [3.60456, -2.16456, 1.39355], [3.75015, -0.50665, 0.54477], [2.34964, 0.17431, 0.64506], [2.00002, 1.18454, 1.59429], [0.73237, 1.72066, 1.65557], [-0.30369, 1.33579, 0.81166], [-1.95191, 2.16964, 1.13081], [-2.31876, 3.48352, -0.16004], [-1.07188, 3.84165, -1.06735], [-2.00639, 2.94009, 2.84315], [-1.74623, 4.50972, 2.86408], [-0.09446, 0.32769, -0.23596], [-1.22060, -0.12090, -1.19364], [-2.15828, 0.85246, -1.48315], [-0.75945, -0.53580, -2.41921], [-1.92936, -1.44154, -0.56524], [-1.28533, -2.50691, -1.14640], [-1.60228, -1.46151, 0.78361], [-3.47803, -1.50673, -0.82671], [-3.76534, -1.33184, -2.15229], [-4.10522, -0.59795, -0.02642], [-4.00670, -2.98285, -0.50021], [-3.72050, -3.85021, -1.47824], [-5.38263, -2.89142, -0.40938], [-3.56504, -3.46673, 0.72757], [1.25836, -0.25569, -0.28268], [1.65709, -1.38762, -1.28296], [1.48542, -2.50267, -0.87967], [2.14946, -1.06265, -2.50040], [1.57692, -1.88949, -3.56616], [1.77462, -3.09379, -3.67381], [0.86618, -1.27568, -4.44269], [5.32108, -4.03297, -1.48691], [3.76696, -3.14909, -1.58598], [5.37886, -2.25016, -1.31957], [4.24296, -4.40177, 0.65440], [5.72070, -3.39937, 0.88498], [4.44791, 0.10404, 1.16777], [4.05877, -0.61490, -0.52229], [2.75606, 1.53481, 2.33705], [0.56760, 2.42369, 2.38077], [-3.11291, 3.07108, -0.84474], [-2.78218, 4.40681, 0.28821], [-0.30480, 4.38050, -0.45861], [-0.68290, 2.89455, -1.51301], [-1.43780, 4.48076, -1.91181], [-1.29920, 2.47762, 3.57860], [-3.06071, 2.79750, 3.21174], [-0.74083, 4.80809, 2.47700], [-2.56322, 5.09616, 2.37161], [-1.77120, 4.81159, 3.95207], [-4.66129, -4.62154, 2.20130]], "atomic_forces_ev_per_a": [[0.5, -0.4, 0.0], [0.7, -0.4, -1.5], [0.2, 0.0, 0.0], [-0.7, 0.4, 0.8], [-2.2, 0.4, -0.4], [0.8, -1.6, -0.8], [0.5, -1.6, -1.3], [0.4, 0.6, -0.6], [-1.4, -1.2, 0.1], [0.3, 0.4, -1.1], [-0.9, 0.0, 0.3], [0.5, 1.7, -0.1], [-0.1, -0.2, 1.2], [2.7, 1.2, 1.7], [-0.2, -1.0, -1.2], [0.9, -0.7, 0.9], [-0.1, 0.9, 1.8], [1.9, 0.6, -0.5], [-1.5, 0.9, 0.9], [-1.2, -0.3, -1.2], [0.5, -0.9, 0.2], [0.4, 0.2, 1.8], [0.4, -1.1, -1.0], [-1.6, 0.6, -1.3], [-0.1, 0.9, 1.7], [1.6, -0.5, 0.3], [-0.1, 0.3, -1.1], [0.1, 1.4, 0.2], [0.1, -0.3, -1.1], [-0.4, 0.3, 0.4], [-0.7, 0.9, 2.7], [-3.4, -1.5, -6.5], [1.5, 0.3, 2.5], [1.9, 0.8, 3.2], [-0.5, 0.9, 0.5], [0.8, 0.2, 0.5], [-0.8, -0.8, 0.2], [0.1, 1.2, 0.2], [-1.1, 0.3, 0.0], [-0.3, -0.4, -0.9], [-0.2, 0.2, 0.9], [-0.9, -0.2, -0.7], [-0.2, -0.3, -0.6], [0.8, 0.2, 0.9], [0.7, -1.0, -0.1], [-0.5, -0.5, -0.7], [0.0, 0.9, 0.4], [0.5, -0.4, 0.8], [-0.7, 0.0, -0.7], [1.1, -0.2, -0.4], [-0.9, -0.3, 0.1], [0.9, -0.6, 0.2], [0.1, -0.2, -1.1], [-0.1, -0.2, 0.1]]}

{"formula": "C18H19IN2TeW", "method": "ωB97M-V/def2-TZVPD", "homo_lumo_gap_ev": [5.60, 5.85], "de_lowest_kj_mol": 499.88, "charge": 2, "max_force_ha_per_bohr": 0.110, "e_lumo_ha": [-0.327, -0.317], "energy_ev": -39151.986, "multiplicity": 3, "elements": ["C", "C", "H", "H", "H", "H", "H", "H", "C", "C", "C", "C", "H", "H", "H", "H", "N", "C", "C", "N", "C", "C", "C", "H", "H", "C", "H", "H", "W", "I", "Te", "C", "C", "C", "C", "C", "C", "H", "H", "H", "H", "H"], "positions_angstrom": [[-1.58991, 3.17789, 0.62868], [-0.38237, 3.61458, -0.09541], [-2.47897, 3.01997, 0.06691], [-1.90869, 3.44493, 1.65990], [-1.44840, 2.06847, 0.84954], [0.14501, 2.68509, -0.50727], [-0.31426, 4.21594, -1.03836], [0.51111, 3.80760, 0.45511], [-2.44829, -2.24230, 0.03110], [-3.30983, -3.30923, -0.22477], [-2.78637, -4.26944, -1.14693], [-1.55407, -4.15375, -1.85702], [-2.68801, -1.34902, 0.63111], [-4.27115, -3.37951, 0.27415], [-3.40161, -5.13950, -1.34698], [-1.25062, -4.87995, -2.60960], [-1.20179, -2.35362, -0.45337], [-0.69144, -3.12044, -1.57255], [0.61417, -2.73840, -2.29805], [1.36850, -1.58665, -1.90543], [2.23861, -0.79153, -2.60222], [2.34738, -2.71742, -3.96467], [2.86985, -1.45544, -3.65185], [2.36473, 0.26135, -2.23237], [3.73515, -0.93093, -4.12590], [1.21391, -3.33012, -3.38031], [0.80860, -4.26388, -3.73462], [2.84920, -3.24176, -4.75692], [0.33493, -1.32780, -0.33699], [-1.14914, 0.27664, -2.27268], [1.41953, -0.68100, 1.77501], [1.11422, 1.38578, 2.81786], [0.10576, 1.50770, 3.76611], [-0.10127, 2.75105, 4.41457], [0.72839, 3.82786, 4.13309], [1.79031, 3.67610, 3.26157], [2.00089, 2.43795, 2.60306], [-0.51569, 0.64221, 4.00322], [-0.92100, 2.85445, 5.12941], [0.54760, 4.79671, 4.62015], [2.46538, 4.50783, 3.06814], [2.83967, 2.30159, 1.92556]], "atomic_forces_ev_per_a": [[-1.0, -3.2, 2.0], [3.0, -1.5, -2.6], [-0.8, 0.8, -0.9], [0.6, 1.1, -0.8], [0.3, 0.8, -0.1], [-1.2, 0.4, 0.0], [-1.0, 0.2, 1.2], [0.1, 1.3, 1.3], [0.0, -1.1, -0.1], [1.5, -0.6, -1.4], [-0.8, 0.5, 0.7], [0.2, 0.0, -0.2], [0.3, -0.7, -0.1], [0.1, -0.2, -0.4], [0.1, 0.0, -0.1], [-0.5, 0.1, 0.1], [-1.6, -1.1, -1.7], [-2.2, -0.4, 2.0], [2.6, 1.5, -0.4], [-0.5, 0.3, -1.5], [-0.7, -1.6, 0.7], [0.6, 0.2, -0.5], [0.0, 0.6, 0.2], [0.2, -1.4, -0.3], [-1.0, -1.0, 0.0], [-0.5, -0.2, 0.1], [0.2, -0.1, -0.5], [0.0, -0.3, -0.3], [0.6, 5.5, 1.2], [0.7, -0.4, 1.3], [0.5, 2.1, 2.2], [0.1, 0.2, 0.4], [-0.5, -0.2, 0.1], [0.0, -0.9, -0.5], [-0.3, 0.3, 0.3], [0.3, -0.9, -0.7], [0.1, 0.0, -0.3], [0.0, 0.4, 0.0], [0.3, -0.1, -0.2], [0.1, -0.5, -0.2], [-0.1, -0.3, 0.0], [-0.1, 0.2, 0.1]]}

{"formula": "C18H19IN2TeZr", "method": "ωB97M-V/def2-TZVPD", "homo_lumo_gap_ev": 5.94, "de_lowest_kj_mol": 0.00, "charge": 2, "max_force_ha_per_bohr": 0.044, "e_lumo_ha": -0.306, "energy_ev": -38614.212, "elements": ["C", "C", "H", "H", "H", "H", "H", "H", "C", "C", "C", "C", "H", "H", "H", "H", "N", "C", "C", "N", "C", "C", "C", "H", "H", "C", "H", "H", "Zr", "I", "Te", "C", "C", "C", "C", "C", "C", "H", "H", "H", "H", "H"], "positions_angstrom": [[2.97410, 3.52324, 0.74219], [3.98091, 2.42332, 0.38001], [2.71720, 4.13950, -0.13293], [3.34580, 4.17401, 1.54646], [2.00858, 3.10001, 1.09454], [3.57672, 1.68084, -0.30802], [4.86156, 2.86092, -0.10531], [4.32701, 1.87595, 1.26639], [-2.62338, 0.97904, -0.53904], [-3.85065, 0.90942, -1.15132], [-4.04618, -0.06376, -2.12087], [-3.02389, -0.97613, -2.39716], [-2.41438, 1.69114, 0.26443], [-4.62874, 1.61632, -0.88002], [-4.99137, -0.12128, -2.64536], [-3.18304, -1.82510, -3.06629], [-1.57994, 0.21298, -0.93324], [-1.76801, -0.82072, -1.81787], [-0.66611, -1.75232, -1.99386], [0.53239, -1.44677, -1.40090], [1.55088, -2.35459, -1.38852], [0.20295, -3.93773, -2.59009], [1.41487, -3.59452, -1.99443], [2.45467, -2.04422, -0.84508], [2.25859, -4.27488, -1.96922], [-0.83872, -3.01866, -2.58072], [-1.83198, -3.26320, -2.95807], [0.05680, -4.93420, -3.01087], [0.35894, 0.32723, 0.03480], [-0.32188, 2.75388, 1.22053], [-0.20260, -1.32408, 2.11300], [-0.24981, -0.12801, 3.89093], [-1.37565, -0.32545, 4.71042], [-1.48618, 0.47126, 5.86009], [-0.48095, 1.38854, 6.19941], [0.66161, 1.51509, 5.39524], [0.79324, 0.74751, 4.23664], [-2.11855, -1.07070, 4.44340], [-2.33741, 0.33232, 6.52961], [-0.58035, 1.99295, 7.09942], [1.45552, 2.19718, 5.69550], [1.66260, 0.81054, 3.58129]], "atomic_forces_ev_per_a": [[-0.5, -0.2, 0.1], [0.2, 0.4, 0.5], [0.2, -0.1, 0.3], [0.0, -0.2, -0.4], [1.5, 0.4, -0.1], [-0.2, -0.2, -0.4], [-0.2, -0.2, 0.1], [-0.1, 0.2, -0.1], [0.3, 0.4, -0.2], [-0.3, -0.1, -0.3], [0.2, -0.1, 0.0], [0.4, -0.3, -0.2], [-0.3, -0.4, -0.6], [0.1, -0.2, 0.0], [0.0, -0.1, 0.0], [-0.1, 0.5, 0.1], [-0.2, -0.7, 0.1], [-1.5, 1.2, 0.4], [1.4, -1.8, 0.0], [-0.4, 0.0, 0.0], [-0.7, 0.5, -0.1], [0.0, 0.1, 0.1], [0.3, 0.2, 0.2], [-0.3, -0.3, -0.4], [-0.2, 0.0, 0.0], [-0.4, 0.8, 0.2], [0.5, -0.2, 0.0], [0.1, 0.3, 0.1], [-0.3, 0.8, 1.6], [-0.1, -1.1, -0.4], [0.5, 0.5, -0.1], [-0.2, 0.0, 0.3], [0.7, 0.7, -0.1], [0.2, -0.2, 0.1], [0.0, -0.3, -0.5], [-0.2, -0.2, 0.1], [-0.6, -0.3, -0.3], [0.0, 0.2, 0.2], [0.2, 0.1, -0.3], [0.0, -0.2, -0.2], [-0.2, -0.2, -0.1], [-0.1, 0.1, 0.4]]}